ORCA calculation (ωB97M-V/def2-TZVPD) on C31H35ClIrN2Si2 as an isolated structure.

Values from the calculation:
Net charge = +1
HOMO (alpha / beta) = -7.958 / -10.677 eV
Energy relative to the best compared isomer or geometry (same formula, charge and spin) = 0.0 kJ/mol
Multiplicity = 5
Kohn-Sham gap (alpha / beta) = 0.1982 / 0.1836 hartree
E_LUMO (alpha / beta) = -0.094 / -0.209 Eh

Cartesian coordinates (Å):
C: -1.412 -0.598 5.873
C: -2.144 -0.011 4.783
C: -2.150 -0.955 3.699
H: -2.639 0.949 4.792
C: -1.346 -2.081 4.106
C: -0.937 -1.855 5.460
H: -0.377 -2.553 6.068
H: -1.248 -0.130 6.836
H: -2.697 -0.868 2.770
H: -1.193 -2.988 3.523
Ir: -0.155 -0.289 3.729
Si: 2.203 0.154 -3.124
C: 1.642 1.665 -4.099
C: 2.295 2.227 -5.217
H: 3.247 1.811 -5.567
C: 1.733 3.314 -5.909
H: 2.254 3.740 -6.774
C: 0.510 3.853 -5.498
H: 0.068 4.694 -6.030
C: -0.160 3.297 -4.400
H: -1.122 3.703 -4.068
C: 0.394 2.207 -3.727
H: -0.161 1.747 -2.903
C: 1.855 -1.360 -4.195
C: 0.837 -1.268 -5.170
H: 0.461 -0.285 -5.464
C: 0.305 -2.410 -5.780
H: -0.501 -2.313 -6.516
C: 0.829 -3.674 -5.477
H: 0.387 -4.572 -5.917
C: 1.959 -3.766 -4.648
H: 2.432 -4.740 -4.492
C: 2.494 -2.611 -4.053
H: 3.422 -2.684 -3.478
H: 1.269 0.047 -1.961
Si: 0.021 0.059 1.434
C: -0.587 -1.555 0.714
C: -1.731 -1.528 -0.083
H: -2.240 -0.588 -0.310
C: -2.259 -2.736 -0.551
H: -3.194 -2.725 -1.112
C: -1.621 -3.940 -0.263
H: -2.025 -4.877 -0.634
C: -0.449 -3.951 0.503
H: 0.034 -4.887 0.773
C: 0.088 -2.753 0.970
H: 1.000 -2.756 1.578
C: -1.000 1.496 0.773
C: -2.249 1.715 1.367
H: -2.584 1.122 2.228
C: -3.090 2.721 0.884
H: -4.007 2.939 1.412
C: -2.751 3.442 -0.255
H: -3.422 4.204 -0.642
C: -1.538 3.179 -0.886
H: -1.273 3.765 -1.769
C: -0.658 2.219 -0.381
H: 0.297 2.071 -0.884
H: 3.557 0.303 -2.458
Cl: 2.006 0.330 0.905
N: 0.369 1.659 4.203
C: 1.174 1.723 5.471
C: 1.980 0.449 5.615
N: 1.847 -0.373 4.358
H: 0.865 2.071 3.417
H: -0.449 2.261 4.295
H: 1.814 2.622 5.430
H: 0.483 1.817 6.321
H: 3.048 0.690 5.796
H: 1.580 -0.179 6.426
H: 2.497 -0.065 3.627
H: 2.112 -1.341 4.554

Results of the Löwdin charge analysis, in e, for atoms 1 through 8: number 1, C, carries -0.164; number 2, C, carries -0.196; number 3, C, carries -0.281; number 4, H, carries 0.112; number 5, C, carries -0.210; number 6, C, carries -0.156; number 7, H, carries 0.112; number 8, H, carries 0.110